16
Properties=species:S:1:pos:R:3 method="wB97M-V/def2-TZVPD" homo_energy_ha=-0.515 charge=+1 e_above_lowest_ev=8.347 total_energy_ha=-304.92327 gap_ha=0.246
N 2.09 -1.37 -0.52
N 1.88 0.27 1.16
C 0.36 0.38 0.12
C -2.30 0.46 -0.92
C -1.99 0.01 0.49
C 2.31 -0.16 -0.08
C -0.64 -0.11 0.89
H 0.49 1.39 -0.23
H -1.39 0.19 -1.47
H -2.41 1.54 -1.06
H -3.14 -0.02 -1.42
H 2.24 -0.45 1.80
H -2.87 -0.23 1.08
H 2.87 -1.76 -1.05
H -0.47 -0.65 1.80
H 2.97 0.51 -0.62

=====

16
Properties=species:S:1:pos:R:3 method="wB97M-V/def2-TZVPD" homo_energy_ha="-0.511 / -0.511" charge=+1 e_above_lowest_ev=7.759 total_energy_ha=-304.94491 gap_ha="0.312 / 0.312"
N 0.46 1.21 1.11
N 1.61 1.23 1.11
C 2.83 1.11 1.30
C -0.71 0.30 -0.93
C -1.69 -1.30 -0.05
C -0.34 -1.14 -0.84
C -1.90 0.12 -0.38
H 3.51 1.66 1.89
H 0.70 -1.32 -0.43
H -2.54 0.88 -0.18
H -0.26 1.17 0.02
H -0.44 0.93 -1.83
H 3.19 0.38 0.64
H -0.43 -1.48 -1.93
H -2.42 -2.01 -0.49
H -1.58 -1.74 0.98

=====

16
Properties=species:S:1:pos:R:3 method="wB97M-V/def2-TZVPD" homo_energy_ha="-0.493 / -0.493" charge=+1 e_above_lowest_ev=6.781 total_energy_ha=-304.98084 gap_ha="0.262 / 0.262"
N -0.26 0.82 -0.76
N 1.70 -0.84 1.05
C 0.28 -1.53 0.92
C 0.01 1.71 -1.79
C -1.31 0.41 -0.21
C -0.99 -0.57 0.94
C 2.07 0.31 0.88
H -2.29 0.76 -0.65
H -1.80 -1.42 1.10
H -1.06 0.01 1.84
H 0.28 2.79 -1.46
H -0.79 1.75 -2.64
H 0.34 -1.92 -0.05
H 2.42 -1.52 1.28
H 1.03 1.40 -2.27
H 0.36 -2.17 1.81

=====

16
Properties=species:S:1:pos:R:3 method="wB97M-V/def2-TZVPD" homo_energy_ha=-0.518 charge=+1 e_above_lowest_ev=5.120 total_energy_ha=-305.04188 gap_ha=0.351
N 0.07 0.92 0.13
N 3.64 -0.33 -0.42
C 0.55 -0.27 -0.02
C -1.91 -0.37 -0.31
C -0.73 -1.22 -0.03
C 2.81 0.18 0.28
C -1.37 0.99 0.21
H -2.15 -0.36 -1.46
H 3.45 -0.87 -1.25
H -2.79 -0.62 0.20
H -0.67 -1.47 1.01
H -1.80 1.93 -0.18
H 2.67 0.66 1.19
H 0.54 1.86 0.02
H -0.62 -2.07 -0.67
H -1.69 1.05 1.29

=====

16
Properties=species:S:1:pos:R:3 method="wB97M-V/def2-TZVPD" homo_energy_ha=-0.542 charge=+1 e_above_lowest_ev=5.307 total_energy_ha=-305.03502 gap_ha=0.357
N 0.39 -1.19 0.13
N 1.98 0.63 -0.08
C -0.29 0.14 0.43
C 0.79 1.22 0.53
C 1.98 -0.56 -0.53
C -0.54 -2.18 0.17
C -1.33 0.46 -0.67
H -0.86 0.60 -1.67
H 0.57 2.18 0.06
H 1.02 1.46 1.54
H -1.55 -1.96 0.52
H -2.09 -0.33 -0.72
H 2.87 1.14 -0.45
H -1.74 1.45 -0.51
H -0.27 -3.19 -0.17
H -0.92 0.14 1.40

=====

16
Properties=species:S:1:pos:R:3 method="wB97M-V/def2-TZVPD" homo_energy_ha=-0.532 charge=+1 e_above_lowest_ev=5.077 total_energy_ha=-305.04345 gap_ha=0.406
N 1.10 -1.29 0.39
N -1.05 -0.48 -0.53
C -1.45 0.09 0.78
C 0.33 -0.12 -0.28
C 0.03 0.36 1.13
C 1.13 0.69 -1.52
C 0.85 -0.83 1.53
H 2.24 0.88 -1.16
H -1.88 -0.77 1.22
H -1.20 -1.32 -0.99
H -1.41 0.23 -1.17
H 0.36 1.38 1.47
H 1.18 -0.02 -2.40
H 0.50 1.52 -1.91
H 1.31 -1.28 2.51
H -2.05 0.96 0.90

=====

16
Properties=species:S:1:pos:R:3 method="wB97M-V/def2-TZVPD" homo_energy_ha="-0.764 / -0.773" charge=+2 e_above_lowest_ev=0.505 total_energy_ha=-304.67912 s_squared=0.7624 spin_multiplicity=2 gap_ha="0.408 / 0.272"
N -0.92 -1.66 0.45
N -0.97 0.51 0.40
C -0.04 -1.27 -0.51
C -0.06 0.18 -0.55
C 0.97 1.14 -1.03
C -1.48 -0.58 0.99
C 2.02 1.36 0.10
H 0.24 -1.97 -1.29
H 2.39 2.38 0.16
H -1.11 1.44 0.78
H 1.61 1.08 1.07
H 0.40 2.05 -1.23
H -1.00 -2.66 0.58
H 1.35 0.68 -1.95
H 2.89 0.74 -0.13
H -2.36 -0.50 1.62

=====

17
Properties=species:S:1:pos:R:3 method="wB97M-V/def2-TZVPD" homo_energy_ha=-0.512 charge=+1 e_above_lowest_ev=3.693 smiles="C=C[C@@H]1CC(=[NH2+])NO1" total_energy_ha=-380.31608 gap_ha=0.373
O 0.53 -1.51 0.16
N -2.51 -0.37 -1.15
N -0.82 -1.50 0.02
C -1.28 -0.52 -0.72
C 0.97 -0.10 -0.25
C -0.20 0.48 -0.95
C 2.13 0.82 1.78
C 1.11 0.62 1.03
H -3.16 -0.90 -0.60
H 0.07 0.71 -2.01
H 1.87 -0.30 -0.89
H -2.73 0.44 -1.78
H 2.19 1.38 2.67
H -1.19 -2.46 0.09
H 3.11 0.50 1.50
H 0.25 1.19 1.52
H -0.35 1.51 -0.41

=====

17
Properties=species:S:1:pos:R:3 method="wB97M-V/def2-TZVPD" homo_energy_ha="-0.494 / -0.494" charge=+1 e_above_lowest_ev=4.917 smiles="NCCCc1[nH+]c1=O" total_energy_ha=-380.27110 gap_ha="0.282 / 0.282"
O 0.15 3.45 0.77
N 0.73 2.53 -1.50
N 1.07 0.28 1.11
C -0.20 1.69 -1.03
C 0.13 2.78 -0.18
C -1.02 -0.47 0.15
C -0.72 0.40 -1.23
C 0.23 -0.84 0.95
H -1.89 0.04 0.54
H 2.00 0.18 1.04
H 0.04 -1.16 2.03
H 0.84 1.02 1.77
H -1.46 -1.49 -0.33
H 0.03 -0.09 -1.96
H 1.46 2.56 -2.06
H 0.83 -1.71 0.45
H -1.72 0.38 -1.70

=====

17
Properties=species:S:1:pos:R:3 method="wB97M-V/def2-TZVPD" homo_energy_ha="-0.402 / -0.560" charge=+1 e_above_lowest_ev=3.751 total_energy_ha=-380.14807 s_squared=2.0080 spin_multiplicity=3 gap_ha="0.288 / 0.286"
O 1.43 1.36 0.05
N 0.77 0.58 0.88
N -1.58 -0.03 1.24
C -0.90 1.05 1.28
C 1.31 0.95 -1.32
C 0.36 -0.22 -1.38
C 0.44 -0.66 0.18
C -0.85 -1.20 0.86
H -1.20 2.10 1.58
H 2.35 0.64 -1.75
H 1.31 -1.30 0.08
H 0.89 1.86 -1.87
H 0.86 -1.04 -1.98
H -0.46 -1.76 1.86
H -0.74 -0.07 -1.41
H -2.61 -0.31 1.50
H -1.37 -1.96 0.22

=====

19
Properties=species:S:1:pos:R:3 method="wB97M-V/def2-TZVPD" homo_energy_ha=-0.489 charge=+1 e_above_lowest_ev=6.705 total_energy_ha=-530.63737 gap_ha=0.320
O 0.06 -2.48 -0.37
O -1.14 0.60 3.21
O -0.79 -1.45 2.64
N 0.18 -0.20 -1.20
N -1.05 -0.19 2.30
C 0.38 1.12 -0.46
C -0.13 -1.35 -0.23
C -0.78 1.38 0.41
C -1.09 0.12 1.05
C 1.34 -0.58 -2.02
H 0.27 1.91 -1.30
H 1.32 0.83 0.00
H -1.53 1.86 -0.24
H 1.85 0.30 -2.34
H -0.76 -1.56 3.57
H -0.54 2.03 1.22
H 0.91 -1.08 -2.89
H -0.64 -0.18 -1.95
H 2.13 -1.09 -1.39

=====

20
Properties=species:S:1:pos:R:3 method="wB97M-V/def2-TZVPD" homo_energy_ha=-0.524 charge=+1 e_above_lowest_ev=0.758 total_energy_ha=-929.02144 gap_ha=0.369
S 2.29 0.79 0.59
O 0.82 -2.73 -0.38
O 1.06 1.34 0.03
O 3.28 0.82 -0.76
N -1.56 1.16 -0.71
N 1.79 -0.87 0.59
C 0.83 -1.56 -0.11
C -0.53 0.46 -1.09
C -0.49 -0.88 -0.34
C -2.20 0.62 0.44
C -1.30 -0.47 0.91
H -3.19 0.30 0.40
H -0.89 -1.61 -0.98
H 4.22 1.00 -0.89
H -1.50 2.16 -0.78
H -0.22 0.77 -2.05
H 2.60 -1.35 0.97
H -2.01 -1.26 1.16
H -2.16 1.46 1.22
H -0.84 -0.15 1.80

=====

18
Properties=species:S:1:pos:R:3 method="wB97M-V/def2-TZVPD" homo_energy_ha=-0.490 charge=+1 e_above_lowest_ev=2.808 total_energy_ha=-778.52566 gap_ha=0.272
S -3.82 0.36 -0.05
O -0.13 -2.19 -0.16
N 1.21 -0.27 -0.25
N -1.03 0.00 -0.46
C 2.59 -0.79 0.09
C 0.96 1.18 -0.09
C -2.44 -0.56 -0.09
C 0.06 -1.00 -0.28
C -0.54 1.26 -0.09
H -2.31 -1.64 0.19
H -0.77 1.49 0.97
H -4.58 -0.54 0.36
H 3.34 -0.18 -0.52
H 1.49 1.47 0.83
H 2.77 -0.51 1.14
H 1.59 1.65 -0.86
H -0.78 2.02 -0.79
H 2.37 -1.75 0.07

=====

18
Properties=species:S:1:pos:R:3 method="wB97M-V/def2-TZVPD" homo_energy_ha=-0.481 charge=+1 e_above_lowest_ev=3.224 smiles="[NH3+][C@@H]1C[C@@]12C(=O)N[C@@H]2S" total_energy_ha=-778.51037 gap_ha=0.325
S -0.46 2.60 -0.49
O -2.46 -1.46 -0.10
N -2.01 0.68 0.68
N 1.92 -0.76 0.90
C -1.80 -0.47 0.04
C 0.83 -1.20 -0.03
C -0.34 -0.25 -0.20
C -0.65 1.16 0.57
C 0.60 -0.47 -1.38
H 2.18 0.30 0.79
H 0.14 -1.06 -2.18
H -1.49 2.23 -1.38
H -2.59 1.45 0.54
H 2.84 -1.38 0.76
H 0.54 -2.17 0.01
H 1.53 -0.95 1.87
H 0.06 1.33 1.33
H 1.16 0.42 -1.71

=====

17
Properties=species:S:1:pos:R:3 method="wB97M-V/def2-TZVPD" homo_energy_ha="-0.267 / -0.301" e_above_lowest_ev=4.757 total_energy_ha=-646.57945 gap_ha="0.239 / 0.327"
P 0.09 0.52 -2.17
N 0.25 -1.55 0.14
N -1.02 -1.46 0.29
C -0.56 0.84 -0.40
C -1.64 -0.10 0.23
C 1.98 0.32 0.11
C 0.66 0.83 0.62
C 1.06 -0.59 0.81
H 1.45 -0.73 1.77
H -1.54 -2.19 -0.20
H -1.78 0.11 1.27
H -2.43 -0.17 -0.49
H 2.02 0.00 -0.91
H -0.92 1.97 -0.49
H 0.83 1.46 1.45
H 2.79 0.65 0.71
H -1.26 0.08 -2.75

=====

17
Properties=species:S:1:pos:R:3 method="wB97M-V/def2-TZVPD" homo_energy_ha=-0.469 charge=+1 e_above_lowest_ev=0.418 total_energy_ha=-703.35678 gap_ha=0.309
S 0.72 2.49 2.50
N 0.10 -0.06 0.21
N -1.65 -1.51 -0.08
C 2.05 1.50 2.14
C -0.88 -0.52 -0.51
C 1.33 -0.31 0.50
C 2.21 0.39 1.36
C -1.26 0.20 -1.76
H -2.18 -0.18 -2.18
H 3.20 -0.02 1.36
H -1.43 -2.02 0.76
H -1.37 1.27 -1.55
H -2.50 -1.75 -0.57
H 2.93 1.85 2.66
H -0.45 0.11 -2.49
H -0.20 1.84 1.77
H 1.80 -1.16 0.00

=====

17
Properties=species:S:1:pos:R:3 method="wB97M-V/def2-TZVPD" homo_energy_ha=-0.258 e_above_lowest_ev=3.064 smiles=CNc1cc(N)c[nH]1 total_energy_ha=-360.08465 gap_ha=0.297
N 0.15 1.22 -0.12
N -2.75 -0.76 0.25
N 2.00 -0.20 -0.50
C -1.17 1.31 0.03
C -1.65 -0.07 0.00
C -0.47 -0.91 -0.36
C 2.83 -0.30 0.70
C 0.55 -0.12 -0.48
H 2.61 -1.22 1.28
H 3.79 -0.28 0.38
H -0.44 -2.03 -0.44
H 2.74 0.61 1.36
H -1.58 2.17 0.83
H 0.67 2.08 -0.57
H -3.49 -0.12 0.48
H 2.05 -1.07 -1.05
H -2.66 -1.42 0.94

=====

17
Properties=species:S:1:pos:R:3 method="wB97M-V/def2-TZVPD" homo_energy_ha=-0.315 e_above_lowest_ev=7.556 total_energy_ha=-359.91961 gap_ha=0.350
N 0.54 -1.43 0.20
N 1.56 0.68 0.04
N -0.31 -0.60 -0.73
C 0.50 1.49 -0.41
C -0.78 0.63 -0.02
C -1.71 -0.24 -0.85
C 1.68 -0.58 0.14
C -1.20 0.20 1.39
H -2.28 -0.04 -1.73
H -2.47 -0.82 -0.39
H 0.66 2.47 0.21
H 0.90 1.60 -1.44
H 2.59 -1.07 0.38
H 0.87 -2.16 -0.31
H -2.30 0.53 1.66
H -0.52 0.98 2.09
H -0.98 -1.14 1.48

=====

17
Properties=species:S:1:pos:R:3 method="wB97M-V/def2-TZVPD" homo_energy_ha=-0.308 e_above_lowest_ev=3.013 total_energy_ha=-360.08655 gap_ha=0.338
N 1.87 0.72 0.34
N 1.88 -0.64 0.09
N -0.28 -1.24 -0.84
C -1.08 -0.27 1.39
C 1.25 1.50 -0.50
C 0.96 -1.40 -0.56
C -1.07 -0.25 -0.12
C -1.88 0.52 -0.86
H 1.09 2.51 -0.09
H -1.92 0.40 -1.93
H -1.90 0.38 1.82
H -2.47 1.29 -0.37
H 2.71 -1.10 0.39
H 0.84 1.27 -1.54
H -1.32 -1.29 1.74
H -0.12 -0.02 1.85
H 1.44 -2.37 -0.81

=====

17
Properties=species:S:1:pos:R:3 method="wB97M-V/def2-TZVPD" homo_energy_ha=-0.294 e_above_lowest_ev=4.662 smiles="N[C@]12CC=NN[C@H]1C2" total_energy_ha=-360.02596 gap_ha=0.327
N -1.18 1.10 -0.22
N -1.95 0.04 -0.40
N 1.78 -0.72 -0.96
C -1.42 -1.02 0.08
C -0.04 -1.30 0.65
C 1.14 0.95 1.05
C 0.25 1.04 -0.22
C 0.83 -0.18 0.04
H 2.05 1.80 0.99
H 2.22 0.06 -1.56
H 0.43 -2.13 0.25
H 2.57 -1.04 -0.60
H -1.69 1.96 -0.61
H 0.57 0.58 2.05
H 0.08 -1.20 1.74
H 0.81 1.87 -0.83
H -2.20 -1.75 0.14

=====

17
Properties=species:S:1:pos:R:3 method="wB97M-V/def2-TZVPD" homo_energy_ha=-0.309 e_above_lowest_ev=7.566 smiles="C(=N/N1CC1)/N1CC1" total_energy_ha=-359.91922 gap_ha=0.342
N -0.69 0.09 -0.74
N 0.07 1.13 -1.16
N 0.66 -0.46 1.34
C -0.51 -0.37 0.52
C 1.02 -1.98 1.55
C 0.52 -1.11 2.79
C -0.69 2.09 -1.76
C -0.04 1.11 -2.67
H 0.94 1.27 -3.25
H -1.72 2.19 -1.77
H 0.18 -2.64 1.14
H -1.19 -1.05 0.97
H 0.94 -0.34 3.56
H -0.53 -1.42 3.22
H -0.21 3.24 -2.06
H 2.02 -2.29 1.55
H -0.78 0.53 -3.23

=====

17
Properties=species:S:1:pos:R:3 method="wB97M-V/def2-TZVPD" homo_energy_ha=-0.311 e_above_lowest_ev=1.637 total_energy_ha=-360.13711 gap_ha=0.345
N 0.10 0.30 -0.73
N 0.17 0.62 1.93
N -2.24 0.01 -0.50
C -1.08 -0.10 -0.07
C 0.83 -0.53 1.31
C 0.08 0.68 -2.09
C 1.29 -0.18 -0.10
C -0.64 -0.50 1.33
H -1.30 -1.17 1.90
H 0.62 1.63 -2.32
H 2.11 0.58 -0.02
H -0.99 0.84 -2.45
H 0.21 0.48 2.96
H 1.42 -1.22 1.89
H -2.88 -0.27 0.20
H 1.71 -1.11 -0.55
H 0.57 -0.06 -2.69

=====

18
Properties=species:S:1:pos:R:3 method="wB97M-V/def2-TZVPD" homo_energy_ha=-0.335 e_above_lowest_ev=4.037 total_energy_ha=-435.30937 gap_ha=0.327
O -4.43 -0.69 -0.88
N -2.24 -0.95 -1.69
N -0.97 0.14 -0.16
N -2.77 0.30 0.20
C 0.13 -0.89 -2.04
C -3.26 -0.53 -0.80
C 0.18 0.78 0.33
C -1.06 -0.58 -1.28
C 0.70 0.07 1.67
H 0.85 -0.37 -1.53
H 1.14 -0.91 1.38
H -0.27 1.75 0.54
H -2.90 0.27 1.13
H 0.97 0.97 -0.37
H -0.30 0.06 2.08
H -0.10 -0.68 -3.02
H 0.29 -2.02 -1.96
H 1.36 0.82 2.16

=====

18
Properties=species:S:1:pos:R:3 method="wB97M-V/def2-TZVPD" homo_energy_ha=-0.295 e_above_lowest_ev=8.297 total_energy_ha=-435.15281 gap_ha=0.317
O 2.88 -1.24 -0.06
N 2.51 1.26 0.10
N -2.74 0.28 -0.64
N 1.64 -0.79 -0.44
C -2.08 -0.76 0.45
C -0.55 -0.48 0.38
C -0.06 0.88 0.13
C 0.40 -1.26 -0.07
C 1.47 0.63 0.05
H -2.54 1.40 -0.15
H -0.54 1.79 0.91
H -2.29 -1.93 0.09
H 0.46 -2.30 -0.03
H 3.52 -0.39 -0.52
H 2.60 2.26 0.47
H -2.28 -0.95 1.71
H -1.95 0.26 -1.51
H -0.43 1.35 -0.87

=====

18
Properties=species:S:1:pos:R:3 method="wB97M-V/def2-TZVPD" homo_energy_ha=-0.307 e_above_lowest_ev=4.481 smiles="C/N=c1/ccon1NC" total_energy_ha=-435.29304 gap_ha=0.341
O 2.02 0.58 -0.49
N -0.21 1.26 -0.57
N 0.63 0.25 -0.83
N -0.82 -1.49 0.13
C -0.42 1.62 0.80
C 0.28 -0.91 -0.09
C 2.45 -0.60 -0.01
C 1.53 -1.49 0.31
C -2.04 -0.95 -0.43
H 3.54 -0.64 0.06
H 1.78 -2.48 0.61
H -1.93 -0.13 -1.19
H -2.67 -0.43 0.31
H -0.70 0.74 1.37
H -2.62 -1.80 -0.81
H 0.09 2.02 -1.16
H 0.40 2.17 1.18
H -1.30 2.28 0.83

=====

18
Properties=species:S:1:pos:R:3 method="wB97M-V/def2-TZVPD" homo_energy_ha=-0.308 e_above_lowest_ev=2.386 total_energy_ha=-435.37003 gap_ha=0.342
O 1.03 -2.18 -0.22
N -1.13 1.54 0.68
N 2.07 -1.09 -1.88
N -0.48 0.60 -1.90
C 0.54 -0.06 1.78
C 0.05 0.06 -0.75
C -2.28 1.16 1.10
C 1.17 -1.09 -0.97
C -0.09 0.41 0.51
H 0.19 0.96 -2.56
H 0.76 0.79 2.44
H -0.15 -0.72 2.31
H 1.69 -2.82 -0.54
H -3.08 1.90 1.25
H -2.54 0.11 1.31
H -1.22 1.28 -1.74
H 1.48 -0.60 1.64
H 2.00 -0.24 -2.44

=====

18
Properties=species:S:1:pos:R:3 method="wB97M-V/def2-TZVPD" homo_energy_ha=-0.333 e_above_lowest_ev=2.267 smiles="NN1C(=O)[C@@H]2NCC[C@@H]21" total_energy_ha=-435.37439 gap_ha=0.366
O -2.15 1.93 -0.22
N 1.20 1.42 -0.23
N -1.33 -0.27 -0.01
N -2.29 -1.27 -0.27
C 0.12 1.09 0.62
C 1.06 -1.03 -0.15
C 2.03 0.19 -0.34
C -1.29 1.14 0.04
C -0.07 -0.46 0.72
H -3.07 -1.17 0.41
H 2.49 0.19 -1.30
H 0.63 -1.34 -1.08
H 1.67 -1.79 0.39
H -0.17 -0.90 1.72
H 2.83 0.14 0.44
H 0.18 1.55 1.62
H -2.67 -1.02 -1.19
H 0.83 1.62 -1.17

=====

19
Properties=species:S:1:pos:R:3 method="wB97M-V/def2-TZVPD" homo_energy_ha=-0.329 e_above_lowest_ev=2.424 smiles="O=c1cc[nH]c(=O)[nH]1.CN" total_energy_ha=-510.60086 gap_ha=0.346
O -0.24 -1.17 0.31
O -4.67 -1.15 0.00
N -1.28 0.74 0.04
N -2.53 -1.09 -0.03
N 5.06 0.07 -0.01
C -2.47 1.56 -0.01
C -1.31 -0.65 0.09
C -3.72 -0.51 -0.13
C -3.71 0.98 0.06
C 3.69 -0.33 -0.13
H 3.69 -1.02 -1.10
H 3.04 -0.80 0.76
H -2.36 2.54 -0.26
H 5.36 0.38 1.01
H -2.52 -2.14 -0.41
H 3.15 0.56 -0.14
H -4.66 1.50 0.43
H -0.31 1.17 -0.21
H 5.78 -0.65 -0.26